{"formula": "C5H5N", "method": "the ωB97M-V functional and the def2-TZVPD basis", "homo_lumo_gap_ev": [9.449, 6.928], "spin_multiplicity": 1, "de_lowest_kj_mol": 832.4, "elements": ["C", "C", "C", "C", "C", "N", "H", "H", "H", "H", "H"], "xyz": [[-3.14287, 0.51452, 0.13634], [-2.87981, -0.66592, -0.08783], [0.00674, -1.17343, -0.25186], [1.34526, -0.59221, -0.04337], [0.17162, -0.10251, 0.76696], [-0.72841, -1.95934, -0.78162], [-3.97049, 1.13015, 0.41115], [1.96484, -1.15950, 0.63715], [1.82329, -0.02103, -0.76386], [-0.34763, 0.75548, 0.52138], [0.17853, -0.49340, 1.81198]], "atomic_forces_ev_per_a": [[-0.7, -1.0, 0.0], [1.1, -0.1, -0.3], [0.4, 0.2, 0.7], [-0.1, -0.7, 2.1], [0.8, -1.8, 1.1], [-1.5, -0.2, -0.6], [0.2, 0.6, 0.0], [0.4, -0.3, -0.6], [0.6, 0.9, -1.4], [-0.9, 1.8, -0.2], [-0.3, 0.6, -1.0]], "nbo_charge": [-0.51, 0.10, 0.15, -0.42, -0.40, -0.14, 0.24, 0.24, 0.24, 0.25, 0.24]}

---

{"formula": "C5H13NO", "method": "the ωB97M-V functional and the def2-TZVPD basis", "homo_lumo_gap_ev": 10.699, "spin_multiplicity": 1, "de_lowest_kj_mol": 177.7, "elements": ["C", "C", "C", "N", "O", "H", "H", "H", "H", "H", "H", "H", "C", "C", "H", "H", "H", "H", "H", "H"], "xyz": [[-1.78808, 1.22986, 0.77030], [-1.42480, 1.11856, -0.61813], [-2.06934, -0.20781, -1.16381], [-1.93892, -0.37060, -2.54709], [-2.48527, -1.08886, -0.47163], [-2.87504, 1.24586, 1.06166], [-1.03637, 1.95059, 1.41152], [-1.49085, 0.23695, 1.23056], [-1.74296, 2.03645, -1.30113], [-0.42502, 0.89836, -0.93687], [-2.17954, -1.24152, -3.05934], [-1.35343, 0.27142, -3.17572], [2.03378, -0.35622, 1.33829], [3.11872, -1.22875, 0.76380], [1.10228, -0.71961, 1.81371], [2.45253, 0.19889, 2.07211], [1.64996, 0.54634, 0.69510], [3.69892, -1.73955, 1.63991], [2.81420, -2.13405, 0.25928], [3.93923, -0.64629, 0.21749]], "atomic_forces_ev_per_a": [[2.2, -0.3, 5.2], [-2.3, 0.5, -4.3], [1.1, 0.8, -2.1], [1.0, 0.7, -2.0], [-0.7, -0.5, 0.6], [1.1, 0.8, -0.7], [-2.4, -1.2, -1.6], [-0.3, 0.9, -0.4], [0.4, -1.9, 1.3], [1.1, 0.4, 0.8], [0.1, 0.9, 1.3], [-1.4, -1.1, 1.9], [-2.5, 1.6, -2.3], [2.2, -1.0, 1.5], [0.7, -0.8, -0.6], [1.5, 1.7, 2.7], [0.7, -1.9, 0.3], [-0.9, 1.1, -1.1], [-0.3, 0.2, -0.9], [-1.5, -0.8, 0.5]], "nbo_charge": [-0.64, -0.51, 0.69, -0.87, -0.60, 0.24, 0.21, 0.23, 0.21, 0.23, 0.40, 0.39, -0.62, -0.62, 0.22, 0.20, 0.19, 0.20, 0.21, 0.21]}

---

{"formula": "C6H22AgO6", "method": "the ωB97M-V functional and the def2-TZVPD basis", "total_charge": 1, "homo_lumo_gap_ev": 10.534, "spin_multiplicity": 1, "elements": ["Ag", "C", "O", "H", "H", "H", "H", "C", "O", "H", "H", "H", "H", "C", "O", "H", "H", "H", "H", "C", "O", "H", "H", "H", "H", "C", "C", "O", "O", "H", "H", "H", "H", "H", "H"], "xyz": [[-0.72393, 0.28279, -0.39760], [-2.34250, -2.44323, -1.28988], [-0.91600, -2.28113, -1.13735], [-2.56361, -2.66879, -2.33311], [-2.53997, -3.35423, -0.72490], [-2.97059, -1.62877, -0.92897], [-0.41955, -2.85954, -1.72095], [-4.05669, 0.46987, 0.40516], [-3.16651, 0.80848, -0.61467], [-4.22267, 1.46808, 0.81030], [-4.97288, 0.01487, 0.02877], [-3.64123, -0.21416, 1.14515], [-3.67994, 1.41466, -1.15368], [-1.25461, 3.19086, 1.18868], [-0.35541, 2.05267, 0.97935], [-1.87944, 3.35943, 0.31160], [-1.83908, 3.06022, 2.09941], [-0.64347, 4.08352, 1.32195], [0.47084, 2.33272, 1.37995], [2.42036, 0.58205, -2.11673], [0.99700, 0.11870, -2.38518], [3.06944, -0.28163, -1.97234], [2.80765, 1.05947, -3.01683], [2.29310, 1.33972, -1.34354], [1.03439, -0.34847, -3.22301], [3.54558, -1.07677, 1.28479], [2.05561, -1.39678, 1.16469], [1.42863, -0.13764, 1.30758], [3.79050, -0.40732, 2.57622], [3.73004, -0.49279, 0.38310], [4.19627, -1.94340, 1.16794], [1.78948, -1.99348, 2.03717], [1.79541, -1.95137, 0.26312], [2.01646, 0.32311, 1.91071], [4.74747, -0.48163, 2.59313]], "atomic_forces_ev_per_a": [[0.4, -0.5, -0.4], [0.6, -2.0, -0.3], [-0.2, 1.7, 0.5], [-0.2, 0.3, 0.0], [-0.7, 0.1, 0.1], [0.7, 0.2, 0.0], [-0.3, 0.0, -0.1], [-0.8, 0.7, 1.1], [1.1, -0.6, -1.4], [-0.9, -0.5, 1.1], [-0.1, 0.1, -0.1], [0.4, 0.2, -0.2], [0.5, 0.1, -0.5], [0.6, 0.0, 0.0], [-0.8, 1.3, 0.3], [0.0, -0.3, 0.1], [-0.1, -0.2, -0.2], [-0.1, 0.0, 0.0], [0.2, -0.5, -0.1], [-2.0, -0.2, -1.3], [1.9, 0.6, 0.6], [-0.2, 0.1, 0.8], [-0.2, 0.2, 0.0], [0.5, -0.5, 0.2], [-0.2, -0.1, -0.1], [-0.4, -0.7, -0.3], [1.3, -0.3, 1.7], [-0.9, 0.1, -0.9], [-0.2, -0.8, -2.2], [0.5, 0.9, 0.4], [-0.2, -0.3, 0.4], [-0.2, -0.4, -0.1], [-0.1, 0.5, -0.2], [-0.1, 0.4, 0.4], [0.2, 0.5, 0.7]], "nbo_charge": [0.93, -0.26, -0.78, 0.18, 0.18, 0.19, 0.49, -0.26, -0.77, 0.18, 0.18, 0.19, 0.49, -0.26, -0.79, 0.19, 0.19, 0.19, 0.50, -0.26, -0.78, 0.18, 0.19, 0.20, 0.48, -0.12, -0.09, -0.76, -0.73, 0.16, 0.19, 0.18, 0.19, 0.49, 0.49]}

---

{"formula": "C20H21NO2", "method": "the ωB97M-V functional and the def2-TZVPD basis", "homo_lumo_gap_ev": 8.677, "spin_multiplicity": 1, "de_lowest_kj_mol": 104.2, "elements": ["C", "O", "C", "C", "C", "C", "C", "C", "C", "C", "C", "O", "N", "C", "C", "C", "C", "C", "C", "C", "C", "C", "C", "H", "H", "H", "H", "H", "H", "H", "H", "H", "H", "H", "H", "H", "H", "H", "H", "H", "H", "H", "H", "H"], "xyz": [[1.33293, 0.62936, -5.01932], [1.09001, 0.87962, -3.65729], [2.11590, 1.31892, -2.87439], [3.40953, 1.52223, -3.33730], [4.39988, 1.96754, -2.47809], [4.11207, 2.21192, -1.14756], [2.82723, 2.01520, -0.68015], [1.80692, 1.57406, -1.51933], [0.44628, 1.35532, -1.05821], [-0.05492, 1.69868, 0.13150], [-1.48020, 1.55324, 0.49985], [-2.08703, 2.46718, 1.03765], [-2.09472, 0.38830, 0.17611], [-3.47931, 0.16985, 0.55250], [-3.56408, -1.28890, 1.02805], [-2.14175, -1.86069, 0.87615], [-1.38266, -1.91752, 2.17642], [-1.32463, -0.82235, 3.03149], [-0.59994, -0.88698, 4.20811], [0.07433, -2.04611, 4.55176], [0.02175, -3.14195, 3.70833], [-0.69971, -3.07479, 2.52964], [-1.47118, -0.87908, -0.10677], [1.66183, 1.53256, -5.54290], [2.07476, -0.16389, -5.15831], [0.37882, 0.30416, -5.43192], [3.65971, 1.33669, -4.36998], [5.39948, 2.12036, -2.85677], [4.88588, 2.55444, -0.47770], [2.60767, 2.20057, 0.35933], [-0.20195, 0.89155, -1.78869], [0.52448, 2.24773, 0.85932], [-3.75014, 0.89520, 1.32307], [-4.12461, 0.34255, -0.31545], [-4.26469, -1.85023, 0.41083], [-3.89886, -1.35420, 2.06213], [-2.16869, -2.86421, 0.44561], [-1.84290, 0.09074, 2.78498], [-0.56381, -0.02649, 4.86000], [0.63672, -2.09558, 5.47247], [0.54295, -4.05191, 3.96811], [-0.73499, -3.93486, 1.87514], [-1.68711, -1.17858, -1.13986], [-0.39127, -0.82963, 0.03144]], "atomic_forces_ev_per_a": [[0.0, -0.1, -0.3], [0.0, 0.1, 0.4], [0.0, 0.1, 0.3], [-0.1, -0.1, -0.3], [0.0, 0.0, 0.1], [0.1, 0.1, 0.0], [-0.1, -0.1, -0.2], [0.4, 0.0, -0.4], [-0.5, 0.0, 0.4], [0.3, 0.1, -0.3], [-0.1, 0.0, -0.1], [0.1, 0.2, 0.1], [-0.1, -0.1, 0.1], [-0.4, 0.3, 0.1], [0.0, -0.1, -0.1], [0.1, 0.0, 0.0], [0.0, -0.1, -0.1], [0.0, 0.0, 0.0], [0.0, 0.1, 0.1], [0.1, 0.0, 0.1], [0.1, -0.1, 0.1], [0.0, 0.0, 0.0], [0.3, -0.5, -0.2], [0.0, 0.0, 0.0], [0.0, 0.1, 0.0], [0.1, 0.0, 0.0], [0.0, 0.0, -0.1], [0.1, 0.0, 0.0], [0.1, 0.0, 0.1], [0.0, 0.0, 0.1], [-0.1, -0.1, 0.0], [0.1, 0.1, 0.1], [0.0, -0.1, -0.1], [0.0, 0.0, 0.1], [0.0, 0.0, 0.0], [0.0, 0.0, 0.0], [0.0, 0.1, 0.0], [-0.1, 0.2, 0.0], [0.0, 0.1, 0.1], [0.0, 0.0, 0.1], [0.0, -0.1, 0.0], [0.0, -0.1, -0.1], [0.1, 0.0, 0.0], [-0.1, 0.0, -0.1]], "nbo_charge": [-0.25, -0.51, 0.40, -0.32, -0.18, -0.24, -0.15, -0.17, -0.15, -0.27, 0.65, -0.63, -0.43, -0.23, -0.42, -0.26, 0.08, -0.26, -0.19, -0.23, -0.20, -0.25, -0.21, 0.18, 0.18, 0.20, 0.22, 0.21, 0.22, 0.21, 0.22, 0.22, 0.24, 0.20, 0.21, 0.22, 0.21, 0.22, 0.21, 0.21, 0.21, 0.21, 0.19, 0.23]}

---

{"formula": "C6H27NO7", "method": "the ωB97M-V functional and the def2-TZVPD basis", "homo_lumo_gap_ev": 9.187, "spin_multiplicity": 1, "de_lowest_kj_mol": 418.9, "elements": ["C", "C", "C", "C", "C", "C", "N", "H", "H", "H", "H", "H", "H", "H", "H", "H", "H", "H", "H", "H", "O", "H", "H", "O", "H", "H", "O", "H", "H", "O", "H", "H", "O", "H", "H", "O", "H", "H", "O", "H", "H"], "xyz": [[0.93524, 2.99301, 0.14555], [1.22243, 1.89211, 0.82784], [2.55675, 1.53825, 1.37115], [0.36869, 0.58692, 0.73009], [-0.46833, -0.00837, 1.82834], [-2.04592, -0.04990, 1.75443], [-2.62690, 0.56396, 0.53595], [0.14267, 3.00452, -0.56303], [1.70584, 3.67512, -0.11969], [2.90583, 0.59796, 0.97440], [2.67184, 1.47396, 2.45368], [3.32709, 2.28459, 0.98491], [-0.22938, 0.73186, -0.21377], [0.99030, -0.16297, 0.32296], [-0.55370, 0.77471, 2.64598], [-0.11215, -0.99924, 2.17439], [-2.42767, -1.15799, 1.81357], [-2.58179, 0.33081, 2.71764], [-1.94960, 0.95349, -0.15766], [-3.07847, 1.42657, 0.85190], [-2.66040, -3.32418, -0.87145], [-2.60215, -2.36013, -0.70909], [-2.00369, -3.65050, -1.46322], [1.43153, -2.16062, -3.27752], [1.79072, -2.79752, -2.63869], [2.16714, -1.63321, -3.53300], [-0.29539, -3.31177, 1.65389], [-0.66079, -3.01796, 2.49873], [0.16398, -4.14484, 1.63383], [-0.40063, -0.57129, -3.27352], [-0.22033, -1.32672, -3.86610], [0.25652, -0.72846, -2.57846], [2.36072, -2.31864, -0.59172], [2.63337, -1.59634, -0.05791], [1.73211, -2.76918, 0.00643], [-1.83698, 3.66031, 1.56403], [-1.24551, 3.10350, 1.03147], [-2.52279, 3.06686, 1.90022], [0.37599, 1.76924, -2.54472], [0.33850, 2.62533, -2.92301], [0.44532, 1.03673, -3.03884]], "atomic_forces_ev_per_a": [[0.7, -1.1, -0.4], [-0.7, -2.2, 0.0], [2.1, 2.1, -0.2], [-1.7, 1.5, -2.4], [-1.6, 1.7, 2.8], [-1.5, -2.4, -0.4], [0.0, 1.3, 0.4], [-1.0, 0.0, 0.1], [0.6, 0.9, 0.5], [-0.1, -0.5, -0.2], [-0.3, 0.1, 0.1], [-0.8, -0.7, 0.8], [0.1, 0.1, 0.9], [1.2, -0.9, 0.0], [1.6, -1.1, -0.2], [0.0, 1.0, 0.0], [0.9, 1.6, -0.5], [1.2, 0.0, -1.7], [-0.4, -1.0, 0.9], [-0.3, -0.5, -0.4], [-1.3, 0.6, 1.1], [0.4, -0.9, -0.6], [0.8, 0.4, -0.6], [0.0, -1.7, 0.4], [0.0, 0.4, -0.1], [1.0, 0.6, -0.3], [-0.1, 1.2, -0.9], [0.4, -0.9, -0.1], [-0.2, -0.4, 0.9], [-0.4, -0.1, -0.3], [-0.2, 0.6, 0.5], [-0.4, -0.3, -0.2], [-0.9, -1.4, 0.1], [0.6, 1.2, 0.6], [0.2, 0.2, -0.5], [-0.1, -0.3, 0.0], [-0.2, 0.2, 0.3], [0.3, 0.2, -0.1], [-0.1, 3.5, 4.9], [0.1, 0.4, -1.2], [-0.1, -3.4, -3.9]], "nbo_charge": [-0.41, 0.04, -0.64, -0.46, -0.45, -0.21, -0.84, 0.21, 0.20, 0.19, 0.23, 0.21, 0.22, 0.20, 0.22, 0.22, 0.17, 0.18, 0.37, 0.34, -0.96, 0.49, 0.47, -0.97, 0.50, 0.48, -0.97, 0.49, 0.48, -0.96, 0.49, 0.48, -0.95, 0.47, 0.48, -0.94, 0.48, 0.46, -0.98, 0.48, 0.49]}

---

{"formula": "C18H32N10TeY", "method": "the ωB97M-V functional and the def2-TZVPD basis", "total_charge": 3, "homo_lumo_gap_ev": 7.550, "spin_multiplicity": 1, "de_lowest_kj_mol": 47.0, "elements": ["Y", "C", "C", "N", "C", "C", "N", "C", "C", "N", "C", "C", "N", "C", "C", "C", "C", "C", "C", "C", "N", "H", "H", "H", "H", "H", "H", "H", "H", "H", "H", "H", "H", "H", "H", "H", "H", "H", "H", "H", "H", "H", "H", "H", "N", "N", "N", "C", "N", "N", "H", "H", "H", "C", "Te", "C", "H", "H", "H", "H", "H", "H"], "xyz": [[-0.14549, 0.39820, 0.18246], [-2.02978, -1.15379, -3.91290], [-1.33332, -0.88607, -2.62403], [-1.57221, 0.05841, -1.79897], [-2.76149, 0.90901, -1.86758], [-3.05511, 1.40620, -0.44082], [-2.61586, 0.38291, 0.54339], [-3.06939, 0.62395, 1.93336], [-2.15071, 1.59965, 2.63576], [-0.71593, 1.23066, 2.47642], [-0.18599, 0.25492, 3.47823], [-0.30153, -1.21127, 3.09061], [0.13430, -1.43135, 1.70672], [0.56193, -2.57239, 1.30486], [0.81227, -3.75385, 2.18026], [0.64852, -2.71630, -0.19676], [1.22669, -3.77184, -0.88290], [1.04652, -3.83396, -2.26228], [0.24445, -2.89788, -2.90512], [-0.29340, -1.86798, -2.14874], [-0.03704, -1.76654, -0.84157], [-2.85859, -0.47520, -4.09038], [-2.38954, -2.18226, -3.96397], [-1.31213, -1.02556, -4.72930], [-3.61511, 0.34249, -2.24290], [-2.61906, 1.75288, -2.54573], [-4.12553, 1.60280, -0.35068], [-2.53674, 2.34823, -0.22719], [-2.99544, -0.51213, 0.24462], [-3.07880, -0.33977, 2.44185], [-4.09301, 1.00592, 1.95727], [-2.41744, 1.66974, 3.69294], [-2.27104, 2.60231, 2.22000], [-0.19425, 2.08576, 2.65114], [-0.67043, 0.39827, 4.44721], [0.86828, 0.49065, 3.60209], [-1.33279, -1.56733, 3.16219], [0.27455, -1.78915, 3.81526], [1.30070, -3.46789, 3.11014], [1.42021, -4.50764, 1.69046], [-0.14814, -4.21464, 2.43214], [1.78671, -4.53911, -0.36927], [1.49254, -4.64208, -2.82723], [0.03384, -2.98573, -3.96181], [3.50693, 1.32724, -3.88419], [2.39174, 1.70391, -3.16923], [1.55141, 2.60709, -3.61652], [0.59978, 2.56666, -2.69502], [0.86358, 1.65659, -1.75154], [2.04014, 1.10688, -2.07954], [3.75285, 2.09389, -4.50488], [4.24324, 1.09579, -3.22427], [-0.27169, 3.19907, -2.72773], [3.24426, 1.37178, 3.12353], [2.81320, 1.31914, 1.04787], [2.60067, 3.42850, 0.84845], [4.24552, 1.78170, 3.22107], [3.22911, 0.35711, 3.51334], [2.53071, 2.00232, 3.64695], [1.88991, 3.80056, 1.58160], [2.26591, 3.65718, -0.15994], [3.57652, 3.87332, 1.02076]], "atomic_forces_ev_per_a": [[-0.8, -0.3, -0.2], [0.0, 0.0, 0.0], [0.1, 0.0, 0.0], [0.0, 0.0, 0.0], [0.1, 0.0, 0.0], [-0.1, -0.1, -0.1], [0.1, 0.0, 0.0], [-0.1, 0.0, -0.1], [0.1, 0.1, 0.1], [0.0, -0.1, 0.0], [0.0, 0.0, 0.0], [0.1, 0.0, -0.1], [0.0, 0.0, 0.1], [0.0, 0.0, -0.1], [0.0, 0.1, -0.1], [0.0, 0.0, 0.2], [-0.1, 0.0, 0.0], [0.0, 0.0, 0.0], [0.0, 0.0, 0.0], [0.0, 0.0, -0.1], [0.1, 0.0, 0.0], [0.0, 0.0, 0.0], [0.0, 0.0, 0.0], [0.0, 0.0, 0.0], [0.0, 0.0, 0.0], [0.0, 0.0, 0.0], [0.0, 0.1, 0.1], [0.0, 0.0, 0.0], [0.0, 0.0, 0.0], [0.0, 0.0, 0.0], [0.0, 0.0, 0.0], [0.0, 0.0, 0.0], [0.0, 0.0, 0.0], [0.0, 0.0, 0.0], [0.0, 0.1, 0.0], [0.0, 0.0, 0.0], [0.0, 0.0, 0.0], [0.0, 0.0, 0.0], [0.0, 0.0, 0.0], [0.0, 0.0, 0.0], [0.0, 0.0, 0.0], [0.0, 0.0, 0.0], [0.0, 0.0, 0.0], [0.0, 0.0, 0.0], [-0.3, 0.1, 0.3], [0.1, 0.0, -0.3], [0.0, 0.0, 0.2], [-0.1, 0.0, -0.2], [0.3, 0.0, 0.2], [-0.3, 0.0, 0.0], [0.1, -0.1, 0.0], [0.1, 0.0, -0.2], [0.0, 0.0, 0.0], [0.0, 0.0, 0.1], [0.2, -0.1, -0.1], [0.0, 0.0, 0.0], [0.0, 0.0, 0.0], [0.0, 0.0, 0.0], [0.0, 0.0, 0.0], [0.0, 0.0, 0.0], [0.0, 0.0, 0.0], [0.0, 0.0, 0.0]], "nbo_charge": [1.92, -0.71, 0.39, -0.56, -0.27, -0.23, -0.71, -0.24, -0.24, -0.72, -0.23, -0.26, -0.59, 0.41, -0.71, 0.16, -0.17, -0.09, -0.18, 0.16, -0.56, 0.26, 0.27, 0.27, 0.23, 0.24, 0.25, 0.20, 0.40, 0.22, 0.24, 0.24, 0.22, 0.41, 0.24, 0.23, 0.23, 0.24, 0.26, 0.26, 0.28, 0.26, 0.27, 0.26, -0.57, 0.21, -0.20, 0.16, -0.45, -0.06, 0.42, 0.40, 0.24, -0.85, 0.53, -0.84, 0.27, 0.24, 0.23, 0.23, 0.23, 0.27]}

---

DFT total energy, respectively: -247.9580; -328.2511; -839.8734; -979.9457; -826.0993; -1558.1766 Eh.